[1]
{
  "formula": "C9H17O6P",
  "method": "ωB97M-V/def2-TZVPD",
  "species": ["O", "O", "H", "H", "H", "C", "C", "H", "H", "H", "H", "C", "C", "O", "H", "C", "C", "C", "O", "H", "O", "C", "H", "H", "H", "C", "H", "P", "O", "H", "H", "H", "H"],
  "coordinates": [[0.778, -0.362, 2.351], [1.573, 0.406, -0.314], [0.677, -1.989, -3.351], [-2.185, -2.288, -3.881], [-2.195, 3.438, 0.327], [-0.449, -1.437, -4.841], [-0.612, 0.055, 2.455], [4.189, 2.171, 2.417], [-1.986, -2.764, -5.583], [-0.379, -0.489, -0.233], [-0.952, -0.520, -5.155], [-1.371, 2.760, -0.127], [-1.177, -0.431, 4.032], [3.363, 0.346, 1.766], [0.292, -1.703, -5.602], [-2.862, -0.278, 4.237], [-0.587, 1.797, -0.597], [-1.455, -2.555, -4.651], [-1.723, 0.688, 4.899], [-0.791, 1.187, 2.392], [0.227, -1.174, -3.617], [4.201, 1.525, 1.446], [5.277, 1.134, 1.263], [3.789, 2.130, 0.542], [-1.249, -0.580, 1.741], [0.191, 0.372, -0.777], [0.201, 0.104, -1.909], [1.706, 0.686, 1.369], [1.494, 2.182, 1.776], [-3.486, 0.668, 4.336], [-0.958, -3.470, -4.315], [-0.628, -1.389, 4.549], [-2.911, -0.223, 3.055]],
  "forces_ev_per_a": [[0.8, 1.7, -2.3], [-0.9, -0.1, 3.0], [-0.1, 0.3, -0.1], [0.0, 0.0, -0.1], [2.2, -1.4, -1.3], [0.0, -0.3, 0.0], [-1.8, -1.0, 2.4], [0.1, -0.9, -2.0], [0.0, -0.1, 0.1], [0.8, 1.8, -0.9], [0.2, 0.0, 0.2], [3.5, -5.7, -2.3], [-1.1, 1.4, 2.3], [-3.3, 0.3, -1.8], [-0.1, 0.0, -0.1], [1.7, 1.0, -2.2], [-4.3, 3.7, 3.5], [-0.2, 0.0, 0.0], [2.6, -3.1, -4.3], [0.5, -1.8, 0.0], [0.2, 0.0, 0.2], [0.5, 0.8, 0.7], [-2.0, 0.6, 0.2], [0.9, -1.1, 1.7], [1.0, 1.2, 0.9], [-1.5, 0.9, -1.0], [0.2, 0.6, 2.1], [2.1, 4.3, 2.2], [-0.1, -4.8, -1.6], [-0.6, -1.9, 0.9], [0.0, 0.0, -0.1], [-1.5, 2.7, -1.2], [0.2, 1.1, 1.1]],
  "homo_ev": -8.8,
  "total_energy_ha": -1145.55054,
  "de_lowest_kcal_mol": 305.0,
  "e_lumo_ev": -0.182
}

---

[2]
{
  "formula": "C9H17PS",
  "method": "ωB97M-V/def2-TZVPD",
  "species": ["H", "H", "C", "H", "H", "S", "H", "H", "C", "H", "C", "H", "H", "H", "H", "C", "C", "H", "H", "H", "H", "C", "C", "P", "C", "H", "C", "H"],
  "coordinates": [[1.109, 2.200, 0.400], [-0.281, 3.884, 0.658], [1.212, -2.129, 0.388], [2.131, -0.251, 0.501], [-2.031, 1.192, -2.839], [-1.283, -0.040, 2.590], [-1.526, -0.452, -2.525], [-0.351, 2.762, -1.448], [-1.285, 0.632, -2.280], [2.869, -3.164, 1.100], [0.412, 1.960, 1.169], [-0.905, -2.707, 0.854], [-2.025, 3.306, -0.869], [0.268, -3.821, 1.388], [2.037, -3.834, -0.190], [1.203, -0.800, 0.629], [-1.187, 2.542, -0.683], [-1.486, 2.830, 1.438], [0.825, 2.117, 2.164], [-0.344, 0.922, -2.614], [3.271, -2.499, -0.543], [-0.710, 2.926, 0.755], [-1.532, 1.139, -0.923], [-0.238, 0.243, 0.982], [2.423, -2.908, 0.150], [-0.172, -3.675, -0.302], [0.016, -3.061, 0.574], [-2.420, 0.687, -0.528]],
  "forces_ev_per_a": [[1.4, -0.4, -0.4], [0.1, 1.4, 0.4], [-1.7, 1.4, 1.1], [0.0, 0.1, 0.0], [-0.1, 0.2, -0.7], [-0.6, -0.8, 0.2], [0.5, 1.2, 0.8], [-1.1, 0.1, 1.2], [-1.8, -1.4, -0.4], [0.3, 0.1, 0.4], [-0.5, -0.2, -0.7], [-2.0, 1.7, 0.7], [0.8, -1.3, -0.2], [0.0, 0.9, -0.9], [0.4, -1.2, -0.9], [-0.5, -0.7, -0.7], [0.4, 2.3, -0.4], [-1.6, 0.4, 1.2], [-0.1, 0.0, 0.0], [1.8, 0.2, -0.9], [-1.8, -0.5, 1.2], [1.1, -2.1, -1.5], [1.0, -2.6, 2.7], [-0.2, 2.0, -1.6], [2.3, 0.4, -1.1], [0.3, 0.0, -0.4], [2.2, -1.7, 0.5], [-0.7, 0.4, 0.5]],
  "homo_ev": [-7.5, -7.5],
  "total_energy_ha": -1092.58441,
  "de_lowest_kcal_mol": 34.8,
  "e_lumo_ev": [0.331, 0.332]
}